No. 1
Molecular formula: C22H23N3O5S
Method: DFT, the ωB97M-V functional and the def2-TZVPD basis

Each line ends with the Mulliken charge.
Positions of all 54 atoms, in Å:
C  -1.6682  0.1868  -3.8239  -1.29
C  -2.1128  1.4762  -3.2435  -0.32
C  -1.9268  2.0179  -1.9891  1.53
C  -2.5846  3.2871  -2.0134  -0.44
C  -3.1021  3.4097  -3.2607  -0.92
O  -2.8185  2.3263  -4.0083  -0.36
H  -3.6715  4.1907  -3.7235  0.46
H  -2.6850  3.9995  -1.2216  0.61
C  -1.2055  1.3733  -0.9229  0.30
N  -0.9197  0.0940  -0.8981  -0.90
N  -0.2210  -0.1712  0.2123  -0.19
C  -0.0812  0.9537  0.8597  0.41
N  -0.6806  1.9811  0.1963  0.39
C  -0.7104  3.3542  0.6030  -1.87
H  -0.6450  3.9871  -0.2855  0.49
H  0.1638  3.5380  1.2338  0.48
C  -2.0122  3.7022  1.3658  0.70
C  -1.8581  3.5863  2.8843  -0.68
H  -2.8281  3.3872  3.3411  0.40
C  -1.3766  4.9872  3.2545  -0.55
H  -0.3020  5.0750  3.0936  0.23
C  -2.1419  5.8522  2.2531  -0.62
H  -3.1140  6.1595  2.6600  0.33
O  -2.3704  5.0485  1.1036  -0.48
H  -1.5912  6.7458  1.9482  0.31
H  -1.6005  5.2552  4.2837  0.42
H  -1.1607  2.8022  3.1694  0.09
H  -2.8163  3.0596  0.9840  0.59
S  0.8160  1.1159  2.3346  -0.23
C  1.5545  -0.5415  2.2649  -0.81
C  2.2064  -0.7359  0.9002  0.51
O  2.7588  0.1804  0.3374  -0.59
C  2.1340  -2.0941  0.3297  0.38
C  1.9600  -3.2360  1.1043  -0.51
C  1.9037  -4.4854  0.5076  0.56
C  2.0317  -4.6038  -0.8823  0.57
C  2.1821  -3.4567  -1.6554  -0.69
C  2.2394  -2.2190  -1.0569  -0.95
H  2.3588  -1.3252  -1.6478  0.49
H  2.2616  -3.5704  -2.7245  0.44
O  2.0242  -5.8154  -1.5123  -0.46
C  2.1812  -6.9126  -0.6386  -0.45
C  1.3089  -6.7285  0.6017  -0.46
H  1.4106  -7.5706  1.2875  0.34
O  1.7150  -5.5803  1.3133  -0.46
H  0.2594  -6.6262  0.2935  0.29
H  1.8915  -7.8011  -1.2014  0.34
H  3.2328  -6.9964  -0.3319  0.29
H  1.8878  -3.1958  2.1792  0.52
H  2.3042  -0.5743  3.0562  0.40
H  0.7645  -1.2658  2.4468  0.46
H  -1.1221  0.3580  -4.7504  0.34
H  -1.0420  -0.3257  -3.0999  0.29
H  -2.5299  -0.4394  -4.0513  0.29

Summary:
HOMO energy, eV: -7.8
ΔE to the lowest compared entry with this formula, charge and spin, kJ/mol: 328.3
Kohn-Sham gap, eV: 8.42
E_tot, Eh: -1790.75492
Structure (SMILES): Cc1occc1-c1nnc(SCC(=O)c2ccc3c(c2)OCCO3)n1C[C@H]1CCCO1

No. 2
Molecular formula: C25H19Br2CrN4O2S2
Method: DFT, the ωB97M-V functional and the def2-TZVPD basis

Each line ends with the Mulliken charge.
Positions of all 55 atoms, in Å:
Cr  -0.2255  0.2378  -0.0339  0.28
Br  -3.2690  -3.5223  1.7181  -0.22
C  -3.5527  -2.3119  0.2928  -0.14
C  -4.7594  -2.3734  -0.4177  -0.43
C  -5.0124  -1.5148  -1.4495  -0.09
Br  -6.6739  -1.6330  -2.3693  -0.27
C  -4.0533  -0.5420  -1.8290  0.91
C  -4.2152  0.4119  -2.8623  -0.74
C  -3.2220  1.3108  -3.1199  -0.87
C  -2.0354  1.2663  -2.3596  -0.35
N  -1.8572  0.3868  -1.4048  0.27
C  -2.8448  -0.5069  -1.1154  0.31
C  -2.5534  -1.3908  -0.0040  0.50
O  -1.4401  -1.2755  0.6182  -0.62
H  -5.4983  -3.1113  -0.1367  0.40
H  -5.1331  0.4201  -3.4346  0.31
H  -3.3236  2.0546  -3.8976  0.39
H  -1.2230  1.9613  -2.5335  0.32
S  1.1924  1.6642  -1.3214  -0.59
C  2.3168  2.1449  -0.0616  0.70
C  3.5549  2.7075  -0.5160  -0.10
N  4.5409  3.1696  -0.8924  -0.57
C  2.0807  2.0538  1.2783  0.33
S  0.6516  1.3948  2.0224  -0.32
C  3.0918  2.5468  2.1768  -0.08
N  3.8781  2.9398  2.9214  -0.58
C  5.3873  -5.4337  3.6654  -1.51
C  4.3287  -4.6007  2.9956  0.72
C  4.5843  -3.2889  2.6271  -1.08
C  3.6299  -2.4962  1.9932  0.42
C  3.9814  -1.0731  1.6689  -1.16
C  2.3748  -3.0661  1.7294  0.57
C  1.3039  -2.2872  1.0697  0.06
O  1.4832  -1.2025  0.5476  -0.25
C  2.0860  -4.3885  2.1120  1.30
C  0.7391  -5.0255  1.8656  -1.70
C  3.0725  -5.1379  2.7339  -0.91
H  6.2591  -4.8329  3.9210  0.34
H  5.7167  -6.2435  3.0110  0.31
H  5.0064  -5.8896  4.5808  0.35
H  5.5538  -2.8551  2.8442  0.27
H  4.9818  -0.8465  2.0339  0.33
H  3.2731  -0.3825  2.1276  0.13
H  3.9377  -0.8736  0.5986  0.31
H  0.2955  -2.7194  1.0721  0.28
H  0.4801  -5.0444  0.8062  0.40
H  -0.0639  -4.4932  2.3776  0.30
H  0.7451  -6.0528  2.2276  0.35
H  2.8556  -6.1600  3.0261  0.33
C  -3.2718  2.0415  3.6868  -1.04
C  -2.8413  1.6028  2.3671  0.43
N  -2.4717  1.2887  1.3282  -0.20
H  -3.4157  1.1770  4.3323  0.27
H  -4.2086  2.5906  3.6077  0.32
H  -2.5106  2.6873  4.1214  0.28

Summary:
2S+1: 5
HOMO energy (spin up / spin down), eV: -3.9 / -4.2
Charge: -1
ΔE to the lowest compared entry with this formula, charge and spin, kJ/mol: 0.0
Kohn-Sham gap (spin up / spin down), eV: 6.05 / 6.27
E_tot, Eh: -8322.62302

No. 3
Molecular formula: C11H19Br8Cl9
Method: DFT, the ωB97M-V functional and the def2-TZVPD basis

Each line ends with the Mulliken charge.
Positions of all 47 atoms, in Å:
Br  3.0856  -3.7599  2.0176  -0.16
C  2.7293  -1.8267  2.2495  -0.29
C  1.7595  -1.6550  3.3901  -0.58
Br  1.3484  0.2436  3.5127  -0.17
H  2.3862  -1.4397  1.3050  0.00
H  3.6883  -1.4213  2.5527  0.42
H  2.1859  -1.9027  4.3514  0.40
H  0.8145  -2.1559  3.2141  0.39
Br  -3.4591  0.2928  2.5058  -0.17
C  -4.8005  1.5467  1.7762  -0.58
C  -4.1750  2.5032  0.7960  -0.22
Br  -5.5704  3.7417  0.1855  -0.14
H  -5.2615  2.0184  2.6346  0.39
H  -5.5421  0.9161  1.2937  0.40
H  -3.8637  2.0201  -0.1176  0.16
H  -3.3833  3.0484  1.2968  0.20
Br  5.2830  -1.6311  -0.1416  -0.15
C  4.5098  -0.1892  -1.2373  -0.29
C  4.2510  0.9730  -0.3229  -0.48
Br  3.6053  2.4811  -1.3979  -0.16
H  3.6007  -0.5197  -1.7317  0.06
H  5.2176  0.0461  -2.0264  0.42
H  5.1179  1.3104  0.2333  0.48
H  3.4689  0.7547  0.3991  0.12
Br  2.1238  -2.6487  -3.0453  -0.13
C  0.2762  -2.9938  -2.5397  0.47
C  0.1452  -4.3595  -1.9348  -0.53
Br  -1.7398  -4.6981  -1.5275  -0.19
H  -0.2723  -2.9578  -3.4784  0.31
H  -0.0618  -2.1465  -1.9568  -0.60
H  0.6775  -4.4607  -0.9938  0.32
H  0.4777  -5.1351  -2.6136  0.41
C  -2.0927  0.2302  -4.8482  0.27
Cl  -2.8546  -1.1973  -4.1560  -0.10
Cl  -2.8750  0.7152  -6.3450  -0.13
Cl  -0.3513  -0.0360  -5.1277  -0.12
H  -2.1278  1.0201  -4.1146  0.09
C  -0.7890  4.3628  3.6154  -0.08
Cl  -0.9607  2.9801  2.5414  0.00
Cl  0.2530  3.9902  5.0027  -0.12
Cl  -2.3775  4.8694  4.2046  -0.13
H  -0.3027  5.1435  3.0506  0.32
C  -0.8437  0.4083  -0.3539  0.15
Cl  0.8309  -0.0724  -0.6213  0.08
Cl  -1.9136  -0.9066  -0.8613  -0.06
Cl  -1.2214  1.8650  -1.3276  -0.16
H  -0.9965  0.6329  0.6922  -0.10

Summary:
HOMO energy, eV: -10.2
ΔE to the lowest compared entry with this formula, charge and spin, kJ/mol: 1.8
Kohn-Sham gap, eV: 10.35
E_tot, Eh: -25164.37956
Structure (SMILES): ClC(Cl)Cl.ClC(Cl)Cl.ClC(Cl)Cl.BrCCBr.BrCCBr.BrCCBr.BrCCBr

No. 4
Molecular formula: C20H43IrN2P3S2
Method: DFT, the ωB97M-V functional and the def2-TZVPD basis

Each line ends with the Mulliken charge.
Positions of all 71 atoms, in Å:
Ir  0.1433  0.6436  0.0621  1.39
P  1.8193  1.8594  1.1165  0.53
P  -1.2709  0.8109  1.8493  0.65
P  -0.9064  2.3228  -0.9954  0.69
H  0.5144  -2.5428  -5.3134  0.30
C  0.5363  -1.4445  -5.5475  -0.12
C  1.5240  -0.6843  -5.0340  -0.50
H  2.3558  -1.2612  -4.6489  0.44
C  2.9535  0.8226  2.1097  -1.27
C  1.3895  3.1989  2.3086  -1.30
C  2.8381  2.6469  -0.1799  -1.22
C  -2.5988  -0.4147  1.6671  -1.03
C  -0.4465  0.3127  3.4365  -1.04
C  -2.0768  2.3630  2.3247  -1.47
C  -0.5759  2.5584  -2.7623  -1.39
C  -0.7288  4.0061  -0.3495  -1.40
C  -2.7359  2.0213  -1.1528  -1.10
H  -0.2050  -1.1652  -6.3238  0.35
H  1.6872  0.3798  -5.1591  0.42
H  3.1103  -0.1415  1.6081  0.35
H  2.5687  0.6050  3.1149  0.35
H  3.9227  1.3308  2.2145  0.55
H  1.0615  2.7873  3.2744  0.34
H  0.5942  3.8354  1.9052  0.31
H  2.2744  3.8363  2.4689  0.55
H  3.3823  1.8618  -0.7273  0.37
H  3.5409  3.3549  0.2842  0.56
H  2.1739  3.1819  -0.8763  0.29
H  -3.4257  -0.1879  2.3497  0.49
H  -2.2274  -1.4077  1.9469  0.15
H  -2.9566  -0.4686  0.6334  0.19
H  -0.3079  1.1647  4.1154  0.53
H  0.5287  -0.1891  3.2859  -0.06
H  -1.0843  -0.3927  3.9773  0.48
H  -2.7912  2.1617  3.1326  0.59
H  -2.6309  2.8088  1.4985  0.31
H  -1.3529  3.0877  2.7013  0.39
H  -1.2131  3.3940  -3.0703  0.67
H  -0.8427  1.6966  -3.3839  0.41
H  0.4578  2.8507  -2.9387  0.33
H  -1.2125  4.6533  -1.0874  0.55
H  0.3331  4.2745  -0.2824  0.36
H  -1.2280  4.1105  0.6189  0.42
H  -3.0359  2.5940  -2.0468  0.48
H  -3.3027  2.4026  -0.2907  0.44
H  -2.9366  0.9480  -1.3209  0.22
C  0.4191  -1.6179  -2.7257  0.90
C  -0.9221  -1.5990  -3.1622  -0.48
C  -1.5514  -2.8346  -3.3409  -0.71
C  -0.7741  -3.9939  -3.4684  -0.74
C  0.5651  -3.9963  -2.9890  -0.64
C  1.1957  -2.7908  -2.6773  -0.41
S  1.1179  -0.0735  -2.3086  -0.09
H  -0.2364  0.1589  -1.7075  -0.65
H  -1.4015  -0.6337  -3.3926  0.57
H  -2.6446  -2.8900  -3.3888  0.54
H  -1.2591  -4.8874  -3.9060  0.52
H  1.0828  -4.9564  -2.8310  0.51
H  2.2548  -2.6801  -2.3680  0.53
S  1.2211  -1.7353  0.5891  -0.27
C  0.7294  -2.5093  2.0394  0.08
N  -0.3632  -3.2834  2.1948  -0.03
C  -0.5088  -3.7981  3.5575  -0.43
C  0.7995  -3.3530  4.2279  -0.53
N  1.3618  -2.4297  3.2299  0.03
H  -1.0234  -3.3932  1.4337  0.23
H  -0.6828  -4.8758  3.5409  0.37
H  -1.3682  -3.3560  4.0724  0.27
H  1.4630  -4.2158  4.3585  0.36
H  0.6520  -2.8909  5.2212  0.33
H  2.2564  -1.9512  3.2874  0.21

Summary:
2S+1: 6
HOMO energy (spin up / spin down), eV: -17.2 / -20.3
Charge: +4
Kohn-Sham gap (spin up / spin down), eV: 5.13 / 4.41
E_tot, Eh: -2820.45448

No. 5
Molecular formula: C25H50BLaN9O3P
Method: DFT, the ωB97M-V functional and the def2-TZVPD basis

Each line ends with the Mulliken charge.
Positions of all 90 atoms, in Å:
La  -0.2189  -0.3296  0.0434  2.24
N  2.1900  -1.6837  0.4658  -0.60
C  2.3928  -2.8715  -0.3932  -0.73
C  2.1137  -2.4999  -1.8296  -0.67
N  0.7153  -2.0664  -2.0554  0.10
C  -0.2105  -3.1890  -2.3670  -0.89
C  -0.9895  -3.6869  -1.1700  -0.49
N  -1.7234  -2.5674  -0.5393  -0.57
H  2.2904  -1.9409  1.4433  0.11
H  2.9497  -1.0317  0.2860  0.25
H  3.4086  -3.2593  -0.3111  0.56
H  1.7246  -3.6619  -0.0559  0.18
H  2.7643  -1.6679  -2.1079  0.06
H  2.3694  -3.3356  -2.4847  0.47
H  0.7289  -1.4577  -2.8674  0.13
H  -0.9083  -2.8433  -3.1295  0.32
H  0.3411  -4.0235  -2.8072  0.51
H  -1.6603  -4.4839  -1.4949  0.48
H  -0.3278  -4.1238  -0.4231  0.23
H  -2.5035  -2.2983  -1.1306  0.01
H  -2.1508  -2.8777  0.3299  0.10
C  3.2525  0.7065  3.4943  -1.70
C  2.8648  1.4125  2.1899  2.48
C  3.8737  2.4988  1.8252  -1.58
C  1.4674  1.9495  2.2982  -0.24
C  1.0344  3.1147  2.9343  -1.15
C  -0.3379  3.0995  2.8005  -0.63
N  -0.6998  1.9979  2.1249  0.29
N  0.4232  1.2772  1.8077  1.17
B  -2.1713  1.5519  1.8915  0.27
N  -2.6470  1.7131  0.4036  0.55
C  -3.5683  2.6091  0.0288  -0.23
C  -3.8390  2.4397  -1.3126  -1.43
C  -3.0301  1.3803  -1.7121  -0.24
N  -2.2944  0.9349  -0.6751  0.04
C  -2.9485  0.8190  -3.1062  0.27
C  -1.9488  1.5813  -3.9770  -1.40
C  -2.6419  -0.6672  -3.1306  -1.20
N  -2.3813  0.1034  2.3978  -0.20
C  -3.3249  -0.2670  3.2755  -0.47
C  -3.1194  -1.5821  3.6207  -1.62
C  -1.9878  -1.9716  2.9006  -0.25
N  -1.5414  -0.9491  2.1530  1.34
C  -1.3016  -3.3122  2.9514  0.92
C  -1.2257  -3.8152  4.3938  -1.69
C  0.0850  -3.2770  2.3382  -0.32
H  4.2536  0.2778  3.4172  0.44
H  2.5501  -0.0915  3.7495  0.33
H  3.2555  1.4166  4.3240  0.40
H  2.8545  0.6635  1.3935  -1.48
H  3.9305  3.2444  2.6219  0.41
H  3.6176  3.0199  0.8997  0.26
H  4.8702  2.0694  1.7114  0.42
H  1.6336  3.8589  3.4336  0.54
H  -1.0884  3.7880  3.1584  0.55
H  -2.8690  2.2842  2.5329  -0.19
H  -3.9856  3.2930  0.7521  0.57
H  -4.5448  2.9859  -1.9185  0.56
H  -3.9401  0.9711  -3.5359  0.68
H  -0.9303  1.4761  -3.5947  0.04
H  -2.1902  2.6449  -4.0184  0.41
H  -1.9670  1.1948  -4.9980  0.51
H  -1.6285  -0.8467  -2.7499  -0.36
H  -2.6718  -1.0578  -4.1491  0.61
H  -3.3512  -1.2396  -2.5281  0.54
H  -4.0684  0.4415  3.6077  0.54
H  -3.6904  -2.1690  4.3214  0.51
H  -1.9114  -4.0318  2.3923  0.26
H  -0.6750  -3.1056  5.0157  0.37
H  -0.7155  -4.7787  4.4361  0.46
H  -2.2164  -3.9478  4.8276  0.41
H  0.7503  -2.6574  2.9479  0.38
H  0.0750  -2.8803  1.3216  -0.87
H  0.5130  -4.2796  2.2777  0.50
C  2.9702  3.7479  -2.6272  -0.79
O  2.9068  2.7060  -1.6163  -0.23
P  1.8898  1.5165  -1.4809  -0.08
O  1.5046  1.1184  -3.0042  -0.24
C  2.5592  0.6873  -3.8922  -1.14
O  0.4544  2.1233  -1.0317  -0.02
C  -0.1114  3.3724  -1.5109  -0.90
H  3.9116  3.6387  -3.1552  0.26
H  2.9405  4.7031  -2.1132  0.30
H  2.1357  3.6649  -3.3197  0.35
H  2.9021  1.5267  -4.4928  0.33
H  2.1519  -0.0750  -4.5513  0.31
H  3.4116  0.2788  -3.3423  0.45
H  0.5112  4.1890  -1.1554  0.33
H  -1.1053  3.4442  -1.0788  0.24
H  -0.1805  3.3655  -2.5955  0.28

Summary:
HOMO energy, eV: -14.0
Charge: +2
ΔE to the lowest compared entry with this formula, charge and spin, kJ/mol: 0.0
Kohn-Sham gap, eV: 9.41
E_tot, Eh: -2098.74329